A structure of composition C2H2BrF2I. Source: the Open Molecules 2025 dataset; level of theory: wB97M-V/def2-TZVPD.

Structure (XYZ):
```
8
Properties=species:S:1:pos:R:3:forces:R:3:mulliken_charge:R:1
C -0.8514 -0.4303 -0.8021 0.225 4.029 1.504 0.22
C 0.6533 0.3314 0.9847 -2.531 -0.083 -1.194 -0.61
F -0.7593 -1.7065 -0.8828 -0.126 -1.009 0.154 -0.15
F -0.5267 0.1591 -1.9586 0.861 -0.412 0.073 -0.20
Br 1.0573 2.2004 0.6590 -0.156 -0.753 0.008 -0.07
I 2.2464 -0.9934 0.6039 -0.402 0.302 0.568 0.16
H -1.7914 0.1196 -0.5267 0.514 -1.480 0.488 0.26
H -0.0282 0.3197 1.9226 1.614 -0.595 -1.601 0.39
```
Forces are in eV/Å.

The frontier orbital gap (spin up / spin down) is 8.246 / 8.346 eV. For the HOMO energy (spin up / spin down), the calculation gives -8.652 / -8.535 eV. As for the total charge: 0.



A cluster of 2 separate species, C2H2BrF3 in total. Source: the Open Molecules 2025 dataset; level of theory: wB97M-V/def2-TZVPD.

Structure (XYZ):
```
8
Properties=species:S:1:pos:R:3:forces:R:3:mulliken_charge:R:1
C 1.9418 -0.6230 0.1980 0.161 1.344 -0.383 0.13
C -1.8086 0.5463 -0.5191 -0.105 -1.818 -0.686 -0.09
F 1.5222 0.5839 -0.3284 0.602 -1.649 0.872 -0.18
F 3.0685 -0.5024 0.8848 -0.084 0.311 -0.387 -0.17
F -2.0704 1.7633 -0.1371 0.005 0.592 0.381 -0.16
Br -3.0763 -0.8060 -0.1126 0.489 0.692 -0.030 -0.10
H 1.2149 -1.1771 0.7664 -0.643 -0.027 -0.084 0.23
H -0.7920 0.2150 -0.7519 -0.424 0.554 0.317 0.35
```
Forces are in eV/Å.

The frontier orbital gap (spin up / spin down) is 9.875 / 7.996 eV. For the HOMO energy (spin up / spin down), the calculation gives -9.684 / -8.332 eV. As for the total charge: 0.



A structure of composition C2H2BrN. Source: the Open Molecules 2025 dataset; level of theory: wB97M-V/def2-TZVPD.

Structure (XYZ):
```
6
Properties=species:S:1:pos:R:3:forces:R:3:mulliken_charge:R:1
C -0.3644 0.6072 -0.0513 2.952 -0.206 -0.941 -0.19
C 0.9053 -0.3285 -0.0061 -3.060 0.741 1.867 -0.07
N 0.6353 -0.5851 -1.1656 -1.764 1.929 -1.708 -0.26
Br -1.7582 -0.3499 0.8646 0.197 0.852 -0.778 -0.10
H -0.4340 1.8038 -0.3439 0.290 -3.856 0.644 0.33
H 1.0160 -1.1475 0.7023 1.385 0.540 0.916 0.30
```
Forces are in eV/Å.

The frontier orbital gap (spin up / spin down) is 9.150 / 9.148 eV. For the HOMO energy (spin up / spin down), the calculation gives -9.067 / -9.066 eV. As for the total charge: 0.



A cluster of 2 separate species, C2H2BrNO3 in total. Source: the Open Molecules 2025 dataset; level of theory: wB97M-V/def2-TZVPD.

Structure (XYZ):
```
9
Properties=species:S:1:pos:R:3:forces:R:3:mulliken_charge:R:1
C 0.8806 1.1532 -0.8174 -2.203 -2.187 2.407 0.41
C 0.1835 -0.3619 0.9725 -4.441 4.630 -2.497 -0.88
N -0.7771 -0.9708 0.1766 -0.263 -0.472 -1.787 0.84
O -0.5382 -2.0604 -0.3328 0.193 -0.461 0.255 -0.59
O 1.9791 1.4004 -0.6879 1.837 0.803 -0.478 -0.24
O -1.7707 -0.3101 -0.1600 -0.166 -0.124 0.983 -0.52
Br -0.6309 1.5860 -1.7672 0.172 0.376 -0.562 0.12
H -0.3406 0.4263 1.5104 0.936 -0.234 0.509 0.39
H 1.0141 -0.8627 1.1058 3.934 -2.331 1.170 0.47
```
Forces are in eV/Å.

The frontier orbital gap is 7.750 eV. For the HOMO energy, the calculation gives -9.303 eV. As for the total charge: 0.



A cluster of 2 separate species, C2H2BrNO3 in total. Source: the Open Molecules 2025 dataset; level of theory: wB97M-V/def2-TZVPD.

Structure (XYZ):
```
9
Properties=species:S:1:pos:R:3:forces:R:3:mulliken_charge:R:1
C 1.2440 2.8613 -0.3839 0.062 0.043 -0.012 0.73
C -0.4496 -0.3055 -0.0848 1.162 0.386 0.350 -0.01
N -1.6184 -0.7248 -0.3356 -1.504 0.698 -0.038 0.33
O 0.6899 3.6209 0.2661 -0.851 1.155 0.964 -0.34
O 1.7970 2.0893 -1.0237 0.816 -1.152 -0.970 -0.35
O -2.0792 -1.7719 -0.6765 -0.010 -0.366 -0.102 -0.51
Br -3.0644 0.8405 -0.1051 0.725 -0.649 -0.074 -0.14
H 0.3784 -0.9961 -0.1606 -0.152 -0.183 -0.104 0.30
H -0.2890 0.7050 0.2326 -0.249 0.068 -0.012 0.01
```
Forces are in eV/Å.

The frontier orbital gap is 8.860 eV. As for the SMILES: C=[N+]([O-])Br.O=C=O. For the HOMO energy, the calculation gives -10.230 eV. As for the total charge: 0.



A structure of composition C2H2BrO2S2. Source: the Open Molecules 2025 dataset; level of theory: wB97M-V/def2-TZVPD.

Structure (XYZ):
```
9
Properties=species:S:1:pos:R:3:forces:R:3:mulliken_charge:R:1
C 0.8071 -0.3826 0.4407 -1.396 0.628 -2.427 0.61
C -0.6322 -0.0885 -0.2581 1.024 0.474 -0.553 0.22
O 0.5701 -0.8152 1.6085 -0.684 0.106 1.873 -0.53
O 1.8190 -0.2621 -0.2065 0.114 -0.630 0.485 -0.60
S -1.9464 -0.3938 0.7004 -0.596 0.081 -0.309 -0.45
S -0.7433 0.0472 -2.0138 -0.567 -0.346 0.849 -0.16
Br 0.1415 2.4252 0.2684 -0.185 0.252 0.099 -0.56
H -0.5731 -0.6042 1.7345 1.782 -0.663 -0.263 0.33
H 0.5573 0.0739 -2.2742 0.506 0.098 0.247 0.15
```
Forces are in eV/Å.

The frontier orbital gap (spin up / spin down) is 7.360 / 7.359 eV. For the HOMO energy (spin up / spin down), the calculation gives -4.417 / -4.416 eV. As for the total charge: -1.



A cluster of 2 separate species, C2H2BrO2S2 in total. Source: the Open Molecules 2025 dataset; level of theory: wB97M-V/def2-TZVPD.

Structure (XYZ):
```
9
Properties=species:S:1:pos:R:3:forces:R:3:mulliken_spin:R:1
C -1.0150 0.6493 -2.7875 0.169 0.779 -0.001 0.00
C 0.4624 -0.2221 1.1521 0.041 -1.287 2.772 1.23
O -1.0893 1.7358 -2.4571 -0.234 2.366 1.005 0.00
O -0.9505 -0.4017 -3.2026 0.124 -3.155 -0.937 0.00
S 0.2980 -1.9772 1.5515 -1.886 0.246 -1.742 0.09
S 0.6658 0.6262 2.7393 -2.072 2.336 -1.730 0.11
Br 2.4535 -0.0237 0.0452 1.379 0.459 -1.449 0.48
H -0.7994 -2.2343 0.6825 1.184 0.052 1.068 0.05
H -0.0256 1.8478 2.2766 1.296 -1.795 1.014 0.04
```
Forces are in eV/Å.

The frontier orbital gap (spin up / spin down) is 4.124 / 7.054 eV. The spin multiplicity is 3. For the HOMO energy (spin up / spin down), the calculation gives -1.180 / -4.257 eV. As for the total charge: -1.



The ion C2H2BrO3S with charge -1. Source: the Open Molecules 2025 dataset; level of theory: wB97M-V/def2-TZVPD.

Structure (XYZ):
```
9
Properties=species:S:1:pos:R:3:forces:R:3:mulliken_charge:R:1
C -0.2714 -0.3922 0.5643 -5.561 1.827 -3.632 -0.21
C -1.2865 -0.0565 -0.4118 3.261 -1.574 2.490 -0.35
O 2.2469 -0.8104 0.6952 0.543 -1.713 0.313 -0.68
O 1.3039 1.3119 0.5943 -0.147 0.957 -1.204 -0.66
O 1.4136 -0.1769 -1.4825 -1.008 0.605 1.213 -0.67
S 1.2860 -0.0169 -0.0236 3.030 0.783 0.093 1.14
Br -3.0760 0.3012 -0.0850 -1.090 0.081 0.786 -0.21
H -0.4170 -0.2243 1.6495 -0.048 -0.592 -0.878 0.31
H -1.1996 0.0641 -1.5004 1.020 -0.374 0.818 0.34
```
Forces are in eV/Å.

The frontier orbital gap is 7.879 eV. As for the SMILES: O=S(=O)([O-])/C=C/Br. For the HOMO energy, the calculation gives -4.882 eV. As for the total charge: -1.



The ion C2H2BrO3S with charge -1. Source: the Open Molecules 2025 dataset; level of theory: wB97M-V/def2-TZVPD.

Structure (XYZ):
```
9
Properties=species:S:1:pos:R:3:forces:R:3:mulliken_charge:R:1
C -0.3618 -0.0595 0.6071 -3.018 -0.494 -3.047 -0.31
C -1.3216 0.2423 -0.4309 3.839 -0.574 4.271 -0.30
O 1.9194 -1.2960 0.7214 0.459 1.270 -0.030 -0.63
O 1.8961 1.2374 0.3361 1.610 1.240 1.779 -0.61
O 1.2411 -0.1987 -1.4037 0.712 -0.658 0.974 -0.69
S 1.4419 -0.0812 0.0611 -3.713 -1.542 -2.631 1.08
Br -3.1944 0.0418 -0.1062 0.307 0.136 -0.240 -0.24
H -0.6693 -0.6161 1.5562 0.420 1.104 -1.321 0.31
H -0.9513 0.7301 -1.3412 -0.616 -0.481 0.245 0.39
```
Forces are in eV/Å.

The frontier orbital gap is 8.202 eV. As for the SMILES: O=S(=O)([O-])/C=C/Br. For the HOMO energy, the calculation gives -5.166 eV. As for the total charge: -1.



A structure of composition C2H2CeF. Source: the Open Molecules 2025 dataset; level of theory: wB97M-V/def2-TZVPD.

Structure (XYZ):
```
6
Properties=species:S:1:pos:R:3:forces:R:3:mulliken_spin:R:1
F 3.5332 -0.3228 -0.5273 -4.806 0.681 -0.616 0.00
H 2.5018 -0.1560 -0.6817 4.961 -0.612 0.507 0.00
C 0.9832 -1.2336 0.8321 -2.602 -0.166 1.435 -0.02
C 2.0844 -1.6264 1.2728 -2.028 -0.793 -1.131 -0.05
H 2.8644 -2.3632 1.4102 0.453 0.748 0.293 0.00
Ce -1.5278 -1.3136 1.1431 4.022 0.141 -0.488 1.08
```
Forces are in eV/Å.

The frontier orbital gap (spin up / spin down) is 5.938 / 6.748 eV. The spin multiplicity is 2. For the HOMO energy (spin up / spin down), the calculation gives -18.530 / -18.615 eV. As for the total charge: +2.



A structure of composition C2H2Cl2N2. Source: the Open Molecules 2025 dataset; level of theory: wB97M-V/def2-TZVPD.

Structure (XYZ):
```
8
Properties=species:S:1:pos:R:3:forces:R:3:mulliken_charge:R:1
C -1.3056 -0.6856 -0.2434 -0.003 0.001 -0.071 -0.06
C 1.4864 -1.4275 0.2969 2.490 1.083 0.090 -0.13
N -2.3115 -0.1140 -0.1106 -2.235 1.097 0.110 -0.07
N 2.5209 -0.8430 0.2888 -4.714 -3.097 0.207 0.02
Cl -4.6445 1.5270 -0.0796 0.128 -0.071 0.007 -0.24
Cl 4.4098 1.3385 -0.3299 0.501 0.634 -0.207 -0.06
H -3.4082 0.4347 -0.0420 1.939 -0.962 -0.102 0.33
H 3.2527 -0.2301 0.2197 1.895 1.316 -0.035 0.20
```
Forces are in eV/Å.

The frontier orbital gap (spin up / spin down) is 6.103 / 4.719 eV. For the HOMO energy (spin up / spin down), the calculation gives -11.167 / -10.295 eV. As for the total charge: 0.



A cluster of 3 separate species, C2H2Cl2O3 in total. Source: the Open Molecules 2025 dataset; level of theory: wB97M-V/def2-TZVPD.

Structure (XYZ):
```
9
Properties=species:S:1:pos:R:3:forces:R:3:mulliken_charge:R:1
C -1.6099 -1.1948 -0.7325 -0.293 0.046 -0.064 0.01
C 1.4596 -0.2853 0.1514 1.447 2.015 1.897 0.60
O -2.0928 -0.8718 0.2231 -0.351 -0.022 0.148 -0.05
O 1.0638 -1.4042 -0.3313 1.443 -1.626 0.043 -0.33
O 0.9381 0.7792 0.3221 0.306 -1.363 -0.795 -0.37
Cl -1.7252 2.3581 0.8268 -0.076 0.217 -0.363 -0.25
Cl 3.1261 -0.6345 0.7513 -0.336 0.491 -0.058 -0.19
H 0.2675 -1.3601 -0.8068 -2.108 0.325 -1.231 0.35
H -1.4273 2.6136 -0.4042 -0.033 -0.083 0.423 0.23
```
Forces are in eV/Å.

The frontier orbital gap is 11.623 eV. For the HOMO energy, the calculation gives -11.123 eV. As for the total charge: 0.



One value per record, in order, for max |F|: 4.3 2.0 3.9 6.9 1.7 2.9 3.6 6.9 5.8 5.0 5.6 3.1 eV Å⁻¹.
One value per record, in order, for relative energy (zero: lowest compared OMol25 entry of this formula, charge and spin): 3.128 4.492 3.777 3.829 0.048 0.532 1.879 1.496 1.244 0.814 5.625 0.409 eV.